Entry 1:
127
Properties=species:S:1:pos:R:3:forces:R:3 method="wB97M-V/def2-TZVPD" lumo_ha=-0.0440 e_homo_ev=-9.48 smiles="CCCOCC1=C(N)C(=O)c2c(O)cc(S(=O)(=O)F)cc2C1=O.CCOCC.CCOCC.CCOCC.CCOCC.CCOCC.CCOCC"
C -3.4117 -2.4610 1.5048 0.729 0.092 -0.164
C -2.3569 -2.7635 0.3960 -0.787 0.377 0.597
C -3.0217 -3.4862 -0.7717 -0.184 1.030 -0.218
O -3.5925 -4.7384 -0.4116 0.089 -0.406 -0.108
C -2.8885 -5.8184 -1.0139 0.274 0.162 0.235
C -1.4584 -5.7713 -0.4978 0.012 -0.257 -1.394
C -1.1420 -6.0241 0.7675 0.161 0.084 0.433
N -2.0836 -6.3800 1.7767 0.350 0.072 -0.230
C 0.3114 -5.8826 1.1749 0.129 -0.043 0.454
O 0.8408 -6.5969 1.9954 -0.422 0.543 -0.566
C 1.0348 -4.7492 0.4604 -0.331 -0.722 0.230
C 1.9853 -3.9585 1.0754 -0.483 -0.462 0.411
O 2.3278 -4.1813 2.3777 0.279 0.147 0.066
C 2.5477 -2.9381 0.3505 1.280 1.004 1.134
C 2.1900 -2.6997 -0.9388 -0.238 0.712 -0.711
S 2.8573 -1.3651 -1.8916 0.130 -0.577 -1.490
O 2.2011 -1.3368 -3.1478 -0.809 0.179 -0.052
O 4.2723 -1.3959 -1.9508 0.382 0.265 1.149
F 2.3690 -0.0854 -1.1171 0.364 -0.396 0.207
C 1.2497 -3.4802 -1.5794 0.351 0.631 -0.745
C 0.6924 -4.4872 -0.8567 -1.157 -1.331 -0.344
C -0.3854 -5.3670 -1.4696 0.363 -0.292 0.197
O -0.3651 -5.7220 -2.6293 -0.200 0.508 0.514
H -4.4220 -2.5704 1.1090 0.015 -0.250 0.253
H -3.3157 -1.4256 1.8389 0.046 -0.129 0.053
H -3.2057 -3.0943 2.3704 -0.520 -0.011 -0.007
H -1.9857 -1.7803 0.0889 0.172 -0.300 -0.441
H -1.5214 -3.3232 0.8238 0.004 0.048 -0.180
H -2.3601 -3.5479 -1.6482 0.008 -0.332 0.166
H -3.8539 -2.8466 -1.0969 0.059 -0.107 0.020
H -3.3471 -6.7746 -0.7482 -0.252 0.279 0.159
H -2.9579 -5.7280 -2.1033 0.365 -0.080 0.079
H -2.5524 -5.5134 2.0350 -0.064 -0.144 0.241
H -2.8058 -6.9736 1.3838 -0.024 0.019 0.016
H 1.8061 -3.6139 2.9572 0.034 0.009 0.037
H 3.2736 -2.3078 0.8586 -0.006 -0.031 -0.110
H 0.9942 -3.2590 -2.6072 -0.172 -0.226 0.053
C 0.8161 -0.2397 4.9548 0.069 0.143 -0.119
C 0.1636 -1.1741 3.9525 0.034 0.001 0.110
O -0.8606 -0.5700 3.1875 -0.207 -0.172 -0.036
C -0.4823 0.5402 2.3919 0.093 0.075 -0.101
C 0.5751 0.2147 1.3494 0.043 -0.108 0.150
H 0.0662 0.1877 5.6218 -0.012 -0.058 0.013
H 1.5522 -0.7785 5.5526 -0.021 -0.001 0.006
H 1.3294 0.5890 4.4651 0.075 -0.028 0.046
H -0.3086 -2.0001 4.4870 -0.135 0.020 -0.082
H 0.9190 -1.6213 3.2892 0.082 0.092 -0.022
H -0.1617 1.3729 3.0278 0.079 -0.009 -0.018
H -1.3923 0.8667 1.8861 -0.072 -0.094 0.088
H 1.5182 -0.0880 1.8094 0.033 0.090 -0.017
H 0.7747 1.0875 0.7272 -0.028 -0.019 0.000
H 0.2424 -0.6066 0.7101 -0.042 0.041 -0.023
C 7.1530 -0.1032 -1.4890 0.181 0.049 0.090
C 6.2695 0.7725 -0.6177 0.095 0.068 -0.127
O 6.6524 0.7973 0.7486 -0.159 -0.055 0.162
C 7.9550 1.2773 1.0244 0.086 0.038 -0.005
C 8.1896 2.7103 0.5770 -0.080 -0.004 -0.150
H 7.1856 -1.1226 -1.1019 -0.079 -0.007 -0.029
H 6.7724 -0.1283 -2.5100 -0.061 -0.018 0.035
H 8.1799 0.2662 -1.5260 -0.023 0.043 -0.059
H 5.2544 0.3846 -0.6376 0.002 -0.009 0.145
H 6.2210 1.7932 -1.0155 0.071 -0.003 -0.033
H 8.7063 0.6059 0.5942 0.028 0.053 -0.050
H 8.0698 1.2193 2.1076 -0.107 -0.072 -0.001
H 8.1167 2.8130 -0.5068 0.076 -0.004 0.004
H 9.1848 3.0411 0.8765 -0.014 -0.007 0.027
H 7.4471 3.3754 1.0207 0.027 -0.005 0.047
C -7.4975 1.0766 -0.2878 0.049 -0.044 -0.125
C -6.0998 1.0569 0.3042 -0.132 0.101 0.011
O -5.1649 0.3080 -0.4547 0.185 -0.235 0.103
C -4.9457 0.7419 -1.7843 -0.005 0.065 -0.075
C -4.4110 2.1602 -1.8874 -0.099 0.078 0.120
H -7.8693 0.0596 -0.4246 0.010 -0.005 0.049
H -8.1797 1.6155 0.3693 -0.001 0.018 -0.033
H -7.5204 1.5686 -1.2610 -0.049 0.087 0.052
H -6.1342 0.5854 1.2871 0.130 -0.090 -0.045
H -5.7295 2.0765 0.4608 -0.044 0.026 -0.039
H -5.8589 0.6243 -2.3779 -0.009 0.074 -0.013
H -4.2103 0.0536 -2.2042 -0.023 -0.075 0.101
H -5.1270 2.8911 -1.5075 -0.019 0.006 -0.072
H -4.2007 2.4098 -2.9281 0.023 -0.025 0.005
H -3.4936 2.2662 -1.3059 0.025 -0.027 -0.041
C 0.2782 4.4007 5.4275 0.089 0.041 -0.117
C 1.2955 3.8678 6.4223 -0.069 0.118 0.001
O 2.3931 3.2073 5.8195 0.027 -0.277 0.025
C 3.1857 3.9799 4.9352 0.061 0.091 -0.046
C 3.8346 5.1881 5.5884 -0.142 0.051 0.108
H -0.0858 3.5967 4.7851 -0.028 -0.016 0.044
H -0.5694 4.8409 5.9542 -0.002 -0.032 0.007
H 0.7042 5.1703 4.7820 -0.027 0.046 0.048
H 0.8144 3.1270 7.0620 0.116 -0.089 -0.025
H 1.6498 4.6668 7.0831 -0.031 0.053 -0.040
H 2.5981 4.2772 4.0592 -0.001 0.074 0.014
H 3.9660 3.3094 4.5735 -0.078 -0.104 0.052
H 3.0920 5.9065 5.9397 0.019 0.040 -0.066
H 4.4816 5.7002 4.8754 0.013 -0.029 0.000
H 4.4295 4.8826 6.4502 0.037 -0.020 -0.039
C 5.9346 -2.1068 -5.7226 0.037 0.043 -0.146
C 7.2387 -2.0655 -4.9448 -0.123 0.078 -0.015
O 8.3052 -2.7530 -5.5758 0.104 -0.184 0.123
C 8.6806 -2.2826 -6.8565 0.009 0.058 -0.073
C 9.1503 -0.8375 -6.8671 -0.113 0.070 0.108
H 5.6385 -3.1388 -5.9171 -0.010 0.000 0.053
H 5.1427 -1.6138 -5.1567 0.012 -0.034 0.030
H 6.0189 -1.6018 -6.6865 -0.028 0.058 0.034
H 7.0887 -2.5537 -3.9814 0.152 -0.073 -0.020
H 7.5333 -1.0324 -4.7279 -0.057 0.030 -0.044
H 7.8639 -2.4331 -7.5714 -0.012 0.076 -0.016
H 9.4999 -2.9256 -7.1805 -0.033 -0.078 0.102
H 8.3527 -0.1504 -6.5797 -0.007 0.010 -0.077
H 9.4870 -0.5573 -7.8660 0.019 -0.023 0.007
H 9.9730 -0.6982 -6.1642 0.030 -0.028 -0.036
C -12.1063 4.4561 -0.8038 0.025 -0.005 -0.150
C -10.7064 4.4291 -0.2146 -0.092 0.113 -0.005
O -9.7782 3.6787 -0.9773 0.121 -0.198 0.110
C -9.5586 4.1151 -2.3062 0.007 0.076 -0.077
C -9.0151 5.5303 -2.4062 -0.091 0.070 0.128
H -12.4823 3.4414 -0.9424 -0.003 0.001 0.049
H -12.7839 4.9950 -0.1405 0.013 -0.021 0.017
H -12.1296 4.9512 -1.7758 -0.018 0.063 0.040
H -10.7414 3.9541 0.7664 0.115 -0.083 -0.043
H -10.3314 5.4463 -0.0551 -0.050 0.029 -0.037
H -10.4733 4.0045 -2.8987 -0.008 0.068 -0.015
H -8.8284 3.4234 -2.7290 -0.027 -0.082 0.105
H -9.7254 6.2650 -2.0235 -0.016 0.011 -0.076
H -8.8050 5.7813 -3.4465 0.018 -0.023 0.005
H -8.0963 5.6286 -1.8259 0.024 -0.028 -0.041

---

Entry 2:
10
Properties=species:S:1:pos:R:3:forces:R:3 method="wB97M-V/def2-TZVPD" lumo_ha="0.0194 / -0.0611" e_homo_ev="-6.00 / -10.19" relative_energy_kj_mol=43.7 spin_multiplicity=3 s_squared=2.01
O -0.6854 -0.0275 -1.1294 0.138 0.119 -0.002
C -0.6646 -1.2443 -0.4422 1.686 1.518 0.688
C 0.1920 0.9645 -0.4557 -0.532 -1.003 -0.485
O 0.0935 -0.9999 0.7341 -0.427 -1.009 -0.281
C 0.2440 0.3991 0.9477 -0.357 0.073 0.049
H -0.2784 1.9521 -0.5321 0.068 -0.378 -0.053
H 1.1864 0.9710 -0.9350 -0.435 -0.091 0.040
H -0.5934 0.7770 1.5609 0.276 -0.112 -0.142
H 1.1980 0.5804 1.4591 -0.295 -0.137 -0.130
Hg -0.6922 -3.3722 -1.2074 -0.122 1.019 0.316

---

Entry 3:
19
Properties=species:S:1:pos:R:3:forces:R:3 method="wB97M-V/def2-TZVPD" lumo_ha=-0.1107 e_homo_ev=-8.16 relative_energy_kj_mol=746.1
C 0.5075 -1.2038 1.1021 -0.308 -2.367 -2.793
C 0.2842 -2.0735 -0.1016 1.981 3.148 -1.829
S -0.0180 -1.1295 -1.7830 0.002 -1.782 1.943
C -0.0336 0.1200 1.1866 -2.323 5.543 0.210
N 0.4378 1.2634 0.3594 1.881 -4.228 1.974
C -0.6049 1.8377 -0.4396 -2.639 -1.395 0.490
C 1.7819 0.9615 -0.3249 -2.163 6.508 -0.946
O -0.9967 0.3131 1.9805 2.425 -1.294 -2.056
H 0.7872 -1.6176 2.0199 0.647 -0.803 1.302
H -2.5338 -0.9890 0.4032 -1.655 -0.214 -1.341
H 1.0043 -2.8688 -0.4611 -0.689 0.630 1.425
H -0.7126 -2.4787 -0.0057 -0.980 -0.348 0.056
H -3.1363 -1.0862 -0.1344 1.552 0.196 1.357
H -1.1853 1.0623 -1.0407 0.931 0.855 0.575
H -0.2324 2.5466 -1.1140 0.617 1.194 -0.710
H -1.3475 2.2621 0.2437 0.214 0.366 -0.227
H 1.5109 1.4186 -1.3146 0.848 -0.683 0.395
H 2.6541 1.6905 -0.0290 -1.480 -2.200 0.333
H 1.8331 -0.0288 -0.5470 1.139 -3.124 -0.157

---

no.,maximum force (eV/Å)
1,2.0
2,2.4
3,6.9